This record from the Open Molecules 2025 dataset describes a cluster of 4 separate species, C45H57Cl2F9O11S3 in total. The level of theory is ωB97M-V with the def2-TZVPD basis set.

Cartesian coordinates (Å):
C1 10.66044 -0.22468 1.62119
C2 9.29463 -0.35189 2.29492
C3 8.13329 -0.53550 1.29614
C4 6.93224 0.40130 1.52758
C5 5.57367 -0.26663 1.26816
C6 4.52586 0.69068 0.69672
C7 3.26590 -0.02096 0.18223
C8 2.08795 0.06017 1.15469
C9 1.45204 1.45606 1.17704
C10 0.45931 1.65315 0.02993
C11 -0.86515 0.96954 0.22341
C12 -1.62624 1.26219 1.34448
C13 -2.85229 0.66467 1.57244
S1 -3.58741 1.16976 3.09867
O1 -4.43492 0.15186 3.62330
O2 -2.56531 1.75593 3.91792
C14 -4.60719 2.62886 2.55160
F1 -5.34924 2.27750 1.49929
F2 -3.73894 3.57728 2.15259
C15 -5.49114 3.21776 3.69349
F3 -6.00148 2.24259 4.46232
F4 -4.68825 3.98370 4.45132
C16 -6.67145 4.11835 3.19685
F5 -6.93206 5.01960 4.16523
F6 -6.29563 4.77927 2.08863
C17 -8.01757 3.38142 2.92493
F7 -7.84575 2.30358 2.16516
F8 -8.83836 4.22553 2.29675
F9 -8.57922 3.01609 4.07601
C18 -3.38785 -0.26612 0.66616
C19 -2.62677 -0.53852 -0.46522
C20 -1.39172 0.06886 -0.69783
C21 -0.63038 -0.28407 -1.92040
Cl1 0.43711 -1.63176 -1.75822
C22 -0.73184 0.31843 -3.09867
C23 -0.00002 -0.08386 -4.33980
Cl2 -1.81543 1.65622 -3.27574
C24 -3.21619 -1.49857 -1.44177
O3 -3.16959 -1.33092 -2.63689
C25 -3.94457 -2.64510 -0.83776
C26 -3.88027 -3.91614 -1.39895
S2 -2.81339 -4.34394 -2.75314
C27 -4.67230 -4.90440 -0.84820
C28 -5.51143 -4.65329 0.22049
S3 -6.47623 -6.06175 0.73598
C29 -5.58936 -3.38653 0.80360
C30 -6.56926 -3.13596 1.92035
O4 -5.97285 -2.46855 2.99669
C31 -6.92767 -1.78156 3.77780
C32 -4.75654 -2.38725 0.27075
C33 -4.73824 -0.95946 0.76317
O5 -5.73343 -0.35731 1.07031
H1 11.41318 0.12438 2.32972
H2 11.01105 -1.18188 1.23448
H3 10.62946 0.48565 0.79479
H4 9.32928 -1.21396 2.96180
H5 9.12762 0.53786 2.90264
H6 7.79928 -1.57368 1.32662
H7 8.52406 -0.37372 0.28991
H8 6.97857 0.76093 2.55594
H9 7.03072 1.26064 0.86249
H10 5.70048 -1.10634 0.58228
H11 5.20923 -0.66802 2.21762
H12 5.00050 1.25917 -0.10552
H13 4.25401 1.41059 1.47307
H14 3.50541 -1.07602 0.03006
H15 2.97913 0.37854 -0.79183
H16 2.42208 -0.23279 2.15068
H17 1.32932 -0.65834 0.83258
H18 2.24224 2.19689 1.03224
H19 1.00600 1.67955 2.14641
H20 0.92278 1.30710 -0.89320
H21 0.29358 2.72365 -0.10115
H22 -1.25683 1.96025 2.08104
H23 1.05640 -0.24979 -4.14472
H24 -0.43096 -1.01694 -4.71128
H25 -0.13617 0.66011 -5.11853
H26 -1.98499 -5.10724 -2.03276
H27 -4.60548 -5.89604 -1.26694
H28 -6.21985 -5.99477 2.04626
H29 -7.42368 -2.58012 1.51417
H30 -6.96964 -4.08756 2.27376
H31 -7.25856 -0.86936 3.27354
H32 -7.80051 -2.41054 3.98213
H33 -6.45858 -1.50812 4.71593
O6 2.53512 4.08812 -0.88578
C34 1.99088 4.82947 -1.65788
O7 2.69684 5.85680 -2.16776
C35 2.22357 6.67098 -3.24532
C36 1.36317 7.81844 -2.76069
C37 0.53190 4.67608 -2.01346
H34 1.71105 6.06077 -3.99045
H35 3.12923 7.05330 -3.71409
H36 0.45311 7.46207 -2.27841
H37 1.07924 8.45577 -3.59823
H38 1.91286 8.41857 -2.03612
H39 -0.06829 5.21625 -1.28154
H40 0.29232 3.61806 -1.95562
H41 0.26728 5.01786 -3.01113
O8 5.98075 1.31344 -3.95347
C38 5.98925 2.50986 -4.02180
O9 7.11942 3.12164 -4.44044
C39 7.17881 4.52037 -4.72901
C40 7.45738 5.35041 -3.49294
C41 4.81330 3.35106 -3.58562
H42 6.27315 4.84573 -5.24283
H43 7.99778 4.61657 -5.44009
H44 6.65367 5.26483 -2.76141
H45 7.56590 6.40182 -3.76131
H46 8.37898 5.01541 -3.01778
H47 4.91163 3.56396 -2.52112
H48 3.90664 2.77082 -3.73785
H49 4.70743 4.28851 -4.12626
O10 -2.48499 -7.14260 -0.83166
C42 -2.97798 -8.02238 -0.17745
O11 -2.45863 -8.28224 1.03487
C43 -3.08327 -9.16550 1.97286
C44 -2.68034 -10.60867 1.75604
C45 -4.10566 -8.87783 -0.70500
H50 -4.16584 -9.03340 1.95859
H51 -2.73395 -8.81891 2.94379
H52 -3.01084 -10.97764 0.78512
H53 -3.11771 -11.24093 2.52889
H54 -1.59584 -10.70537 1.79895
H55 -3.67183 -9.72069 -1.24290
H56 -4.68649 -8.28464 -1.40566
H57 -4.77763 -9.25189 0.06203

## Properties
gap between HOMO and LUMO: 8.158 eV
HOMO: -8.9 eV
total charge: 0
SMILES: CCCCCCCCCCc1cc(S(=O)(=O)C(F)(F)C(F)(F)C(F)(F)C(F)(F)F)c2c(c1/C(Cl)=C(/C)Cl)C(=O)c1c(S)cc(S)c(COC)c1C2=O.CCOC(C)=O.CCOC(C)=O.CCOC(C)=O